Run P
ORCA calculation (wB97M-V/def2-TZVPD) on C5H13NS in the gas phase.

Geometry as XYZ:
```
20
Properties=species:S:1:pos:R:3:mulliken_charge:R:1
C 1.01 0.28 3.45 -1.23
C -0.15 1.02 2.76 -0.32
C 0.17 1.46 1.36 -0.66
N -0.74 0.93 0.29 -0.36
C -0.11 0.46 -0.96 -0.52
C -0.36 -1.04 -1.20 -0.67
S 0.09 -1.50 -2.89 -0.22
H 0.67 -0.49 4.14 0.34
H 1.70 -0.15 2.72 0.34
H 1.62 0.97 4.03 0.29
H -1.01 0.34 2.77 0.30
H -0.51 1.83 3.41 0.32
H 1.24 1.45 1.09 0.46
H 0.01 2.53 1.18 0.26
H -1.44 0.31 0.66 0.23
H 0.96 0.68 -0.97 0.32
H -0.58 1.11 -1.70 0.39
H 0.25 -1.65 -0.53 0.29
H -1.37 -1.25 -0.86 0.35
H -0.92 -0.92 -3.56 0.12
```

Spin multiplicity: 1
Highest occupied orbital energy (eV): -8.35
SMILES string: CCCNCCS
E_LUMO (eV): 1.0
Kohn-Sham gap (eV): 9.38

Run Q
ORCA calculation (wB97M-V/def2-TZVPD) on C5H13NS in the gas phase.

Geometry as XYZ:
```
20
Properties=species:S:1:pos:R:3:mulliken_charge:R:1
C 0.65 0.18 -2.49 -1.02
N 0.90 1.00 -1.30 0.06
C 2.25 1.54 -1.39 -0.98
C 0.61 0.22 -0.12 -0.71
C -0.42 0.83 0.81 -0.39
C -0.93 -0.16 1.84 -0.81
S -1.54 -1.78 1.37 -0.20
H 0.98 -0.87 -2.36 0.34
H -0.43 0.08 -2.64 0.32
H 1.08 0.38 -3.48 0.36
H 2.35 2.43 -0.75 0.29
H 3.05 0.85 -1.07 0.35
H 2.53 1.72 -2.43 0.33
H 0.35 -0.82 -0.36 0.36
H 1.49 -0.03 0.52 0.28
H -0.05 1.73 1.30 0.27
H -1.23 1.31 0.24 0.33
H -0.21 -0.37 2.64 0.31
H -1.75 0.30 2.40 0.40
H -2.85 -1.48 1.42 0.11
```

Spin multiplicity: 1
Highest occupied orbital energy (eV): -8.55
SMILES string: CN(C)CCCS
E_LUMO (eV): 0.9
Kohn-Sham gap (eV): 9.48

Run R
ORCA calculation (wB97M-V/def2-TZVPD) on a 2-piece molecular cluster, C5H13NS overall.

Geometry as XYZ:
```
20
Properties=species:S:1:pos:R:3:mulliken_charge:R:1
C -1.27 -1.42 0.65 -1.00
C -0.01 -2.22 0.69 -0.13
C 1.15 -1.76 1.14 -0.30
N 1.32 -0.45 1.67 -0.55
H -2.01 -1.75 1.38 0.31
H -1.10 -0.36 0.83 0.18
H -1.76 -1.50 -0.32 0.30
H -0.02 -3.25 0.35 0.35
H 2.02 -2.40 1.12 0.31
H 0.55 -0.22 2.29 0.31
H 2.21 -0.35 2.13 0.23
C -1.05 1.86 -1.80 -0.83
C 0.45 1.81 -1.54 -0.45
S 0.85 2.16 0.22 -0.32
H -1.40 2.81 -1.37 0.27
H -1.59 1.05 -1.32 0.16
H -1.28 1.89 -2.87 0.32
H 0.97 2.48 -2.22 0.37
H 0.85 0.80 -1.65 0.26
H 1.13 0.81 0.64 0.19
```

Spin multiplicity: 1
Highest occupied orbital energy (eV): -8.25
SMILES string: C/C=C\N.CCS
E_LUMO (eV): 0.7
Kohn-Sham gap (eV): 9.00

Run S
ORCA calculation (wB97M-V/def2-TZVPD) on a 2-piece molecular cluster, C5H13NS overall.

Geometry as XYZ:
```
20
Properties=species:S:1:pos:R:3:mulliken_charge:R:1
C 2.96 -0.86 -0.81 -0.85
S 2.08 0.01 0.27 0.64
C 0.94 -0.81 1.12 -1.19
N 1.30 1.65 0.03 -0.66
H 2.43 -1.31 -1.66 0.29
H 3.84 -0.26 -1.18 0.28
H 3.19 0.73 0.79 0.08
H 1.13 -1.88 1.42 0.34
H 0.44 -0.16 1.80 0.46
H 0.20 1.48 0.17 0.26
H 1.54 1.91 -0.91 0.29
C -1.89 0.08 -1.63 -0.66
C -1.63 -0.41 -0.43 0.03
C -2.41 -0.14 0.78 -1.19
H -1.20 -0.26 -2.45 0.25
H -2.78 0.76 -1.64 0.23
H -0.71 -1.00 -0.24 0.47
H -2.23 -0.73 1.74 0.25
H -3.46 -0.15 0.43 0.41
H -2.09 0.85 1.00 0.26
```

Spin multiplicity: 1
Highest occupied orbital energy (eV): -8.12
SMILES string: C=[SH](=C)N.C=CC
E_LUMO (eV): 0.6
Kohn-Sham gap (eV): 8.69

Which of them is the most stable? Correct choice: run R.

Run P
ORCA calculation (wB97M-V/def2-TZVPD) on C5H13NS in the gas phase.

Geometry as XYZ:
```
20
Properties=species:S:1:pos:R:3:mulliken_charge:R:1
C -1.45 -2.56 -2.35 -1.12
C -1.60 -1.12 -1.95 -0.44
N -0.34 -0.67 -1.26 -0.29
C -0.51 0.65 -0.55 -0.88
C 0.90 1.10 -0.18 -0.51
C 1.29 0.27 1.05 -0.49
S 0.90 1.15 2.64 -0.26
H -2.36 -2.80 -2.90 0.37
H -0.54 -2.70 -2.95 0.29
H -1.34 -3.01 -1.37 0.34
H -2.47 -0.91 -1.32 0.30
H -1.67 -0.42 -2.78 0.34
H -0.08 -1.50 -0.74 0.23
H -1.27 0.88 0.18 0.38
H -0.97 1.21 -1.36 0.44
H 1.67 1.12 -0.99 0.25
H 0.98 2.19 -0.10 0.41
H 0.79 -0.75 1.17 0.18
H 2.39 0.20 1.19 0.36
H 1.25 2.42 2.42 0.11
```

Spin multiplicity: 1
Highest occupied orbital energy (eV): -8.76
SMILES string: CCNCCCS
E_LUMO (eV): 1.0
Kohn-Sham gap (eV): 9.78

Run Q
ORCA calculation (wB97M-V/def2-TZVPD) on C5H13NS in the gas phase.

Geometry as XYZ:
```
20
Properties=species:S:1:pos:R:3:mulliken_charge:R:1
C -0.66 -1.67 2.69 -0.81
S 0.65 -1.17 1.52 0.00
N -0.36 0.02 0.77 -0.38
C 0.11 0.38 -0.57 1.32
C 1.42 1.27 -0.47 -1.28
C 0.49 -0.83 -1.39 -1.65
C -0.98 1.20 -1.34 -1.60
H -0.52 -1.06 3.62 0.27
H -0.73 -2.81 2.71 0.31
H -1.66 -1.27 2.32 0.26
H -0.77 0.72 1.35 0.31
H 2.06 1.01 -1.35 0.32
H 0.96 2.23 -0.69 0.33
H 1.84 1.17 0.54 0.33
H -0.15 -1.79 -1.22 0.33
H 1.56 -1.18 -1.29 0.42
H 0.31 -0.58 -2.48 0.38
H -1.86 0.54 -1.59 0.34
H -1.16 2.22 -0.85 0.40
H -0.55 1.61 -2.28 0.43
```

Spin multiplicity: 1
Highest occupied orbital energy (eV): -7.69
SMILES string: CSNC(C)(C)C
E_LUMO (eV): 1.0
Kohn-Sham gap (eV): 8.65

Which of them is the most stable? Correct choice: run P.

Run P
ORCA calculation (wB97M-V/def2-TZVPD) on C16H20N2O3S in the gas phase.

Geometry as XYZ:
```
42
Properties=species:S:1:pos:R:3:mulliken_charge:R:1
C 4.38 -1.80 -5.47 -1.12
C 2.97 -1.23 -5.62 -0.26
O 2.43 -0.81 -4.37 -0.41
C 1.88 -1.79 -3.60 0.42
O 1.81 -2.94 -3.95 -0.64
C 1.38 -1.29 -2.34 0.45
S 0.65 -2.47 -1.26 -0.28
C 0.38 -1.24 -0.08 -0.11
N -0.19 -1.48 1.09 -0.67
C -0.34 -0.46 1.92 0.72
C 0.05 0.86 1.60 1.12
C 0.63 1.10 0.37 -1.00
C 0.82 0.03 -0.50 0.82
C 1.40 -0.01 -1.81 -0.34
N 1.85 1.10 -2.46 -0.38
C -0.22 1.98 2.56 -1.28
O -0.81 1.61 3.79 -0.47
C -1.72 0.53 3.72 -0.30
C -2.96 0.85 2.86 0.98
C -3.95 -0.31 2.83 -1.65
C -3.65 2.11 3.41 -1.58
C -0.97 -0.72 3.25 -1.02
H 4.78 -2.05 -6.44 0.38
H 5.03 -1.06 -5.00 0.29
H 4.35 -2.69 -4.85 0.32
H 2.97 -0.34 -6.25 0.33
H 2.31 -1.99 -6.05 0.31
H 0.93 2.10 0.10 0.37
H 2.10 1.90 -1.90 0.21
H 2.36 0.95 -3.31 0.29
H -0.85 2.73 2.05 0.33
H 0.72 2.47 2.83 0.47
H -2.04 0.40 4.76 0.52
H -2.64 1.05 1.83 0.17
H -3.56 -1.15 2.27 0.39
H -4.88 0.01 2.36 0.44
H -4.18 -0.64 3.85 0.34
H -2.93 2.91 3.53 0.35
H -4.44 2.43 2.74 0.42
H -4.08 1.89 4.39 0.35
H -0.17 -0.92 3.97 0.32
H -1.60 -1.60 3.20 0.40
```

Spin multiplicity: 1
Highest occupied orbital energy (eV): -7.93
SMILES string: CCOC(=O)c1sc2nc3c(cc2c1N)CO[C@@H](C(C)C)C3
E_LUMO (eV): 0.1
Kohn-Sham gap (eV): 8.02

Run Q
ORCA calculation (wB97M-V/def2-TZVPD) on C16H20N2O3S in the gas phase.

Geometry as XYZ:
```
42
Properties=species:S:1:pos:R:3:mulliken_charge:R:1
C -6.06 -0.33 0.72 -1.52
C -4.88 0.33 0.07 0.49
C -4.99 1.63 -0.42 -0.55
C -3.90 2.23 -1.04 -0.63
C -2.71 1.55 -1.18 -0.76
C -2.60 0.24 -0.69 1.14
N -1.36 -0.37 -0.88 -0.01
C -0.88 -1.56 -0.51 0.20
S -1.62 -2.77 0.35 -0.48
N 0.44 -1.83 -0.88 -0.11
C 1.34 -1.02 -1.49 0.44
O 1.07 0.11 -1.85 -0.71
C 2.72 -1.62 -1.64 -1.15
C 3.70 -0.96 -0.64 0.50
C 3.23 -0.91 0.81 -1.34
C 3.16 0.60 1.17 1.80
C 1.73 1.06 1.45 -1.52
C 4.09 0.95 2.33 -1.81
O 3.63 1.30 0.01 -0.40
C 3.92 0.51 -1.02 0.24
O 4.32 0.90 -2.07 -0.62
C -3.68 -0.36 -0.07 -0.58
H -5.77 -1.26 1.20 0.34
H -6.50 0.33 1.46 0.36
H -6.82 -0.55 -0.02 0.32
H -5.92 2.16 -0.32 0.41
H -3.99 3.23 -1.42 0.37
H -1.87 2.01 -1.66 0.43
H -0.67 0.20 -1.39 0.25
H 0.73 -2.77 -0.60 0.35
H 3.09 -1.39 -2.64 0.46
H 2.70 -2.70 -1.49 0.33
H 4.66 -1.47 -0.74 0.55
H 3.93 -1.42 1.47 0.34
H 2.25 -1.37 0.95 0.44
H 1.73 2.12 1.69 0.42
H 1.32 0.51 2.29 0.38
H 1.11 0.91 0.57 0.24
H 3.76 0.45 3.23 0.40
H 4.08 2.02 2.49 0.38
H 5.11 0.64 2.10 0.43
H -3.61 -1.36 0.31 0.19
```

Spin multiplicity: 1
Highest occupied orbital energy (eV): -8.45
SMILES string: Cc1cccc(NC(=S)NC(=O)C[C@@H]2CC(C)(C)OC2=O)c1
E_LUMO (eV): 0.2
Kohn-Sham gap (eV): 8.61

Which of them is the most stable? Correct choice: run Q.

Run P
ORCA calculation (wB97M-V/def2-TZVPD) on C5H8O2S in the gas phase.

Geometry as XYZ:
```
16
Properties=species:S:1:pos:R:3:mulliken_charge:R:1
C -1.66 0.03 1.33 -1.65
C -0.49 0.02 0.34 1.39
C -0.57 -1.38 -0.23 -0.26
O -1.39 -1.64 -1.10 -0.50
C -0.88 1.06 -0.57 -0.20
O -0.42 2.27 -0.79 -0.53
C 0.80 0.19 1.05 -1.03
S 2.09 -0.21 -0.26 -0.22
H -2.53 -0.44 0.97 0.46
H -1.92 1.09 1.71 0.33
H -1.29 -0.44 2.31 0.36
H -0.02 -2.13 0.23 0.49
H -1.84 0.76 -1.28 0.29
H 0.94 1.14 1.47 0.47
H 1.18 -0.61 1.88 0.42
H 3.43 -0.50 0.57 0.17
```

Spin multiplicity: 1
Highest occupied orbital energy (eV): -9.47
SMILES string: CC(C=O)(C=O)CS
E_LUMO (eV): 0.1
Kohn-Sham gap (eV): 9.54

Run Q
ORCA calculation (wB97M-V/def2-TZVPD) on C5H8O2S in the gas phase.

Geometry as XYZ:
```
16
Properties=species:S:1:pos:R:3:mulliken_charge:R:1
C -0.20 -0.12 2.65 -0.77
S -0.29 1.01 1.21 -0.07
C 0.73 0.07 0.00 -0.17
O 1.11 0.91 -1.02 -0.43
C 0.07 0.81 -2.02 -0.54
C -0.59 -0.58 -1.89 -0.20
C -0.09 -1.10 -0.55 0.39
O -0.33 -2.17 -0.02 -0.58
H -1.07 0.09 3.29 0.30
H 0.71 0.01 3.22 0.27
H -0.23 -1.14 2.25 0.26
H 1.56 -0.33 0.54 0.47
H 0.52 0.94 -3.00 0.32
H -0.67 1.66 -1.91 0.24
H -1.70 -0.53 -1.88 0.26
H -0.28 -1.29 -2.74 0.25
```

Spin multiplicity: 1
Highest occupied orbital energy (eV): -8.78
SMILES string: CS[C@@H]1OCCC1=O
E_LUMO (eV): 0.7
Kohn-Sham gap (eV): 9.48

Run R
ORCA calculation (wB97M-V/def2-TZVPD) on C5H8O2S in the gas phase.

Geometry as XYZ:
```
16
Properties=species:S:1:pos:R:3:mulliken_charge:R:1
C -0.38 -1.76 -1.51 -0.80
C -0.13 -0.55 -1.03 0.48
O 0.08 0.50 -1.90 -0.38
C 1.43 1.00 -1.84 -0.58
C -0.20 -0.12 0.41 0.32
S -0.19 -1.21 1.62 -0.29
O -0.31 1.19 0.53 -0.24
C -0.41 1.70 1.87 -0.78
H -0.65 -2.61 -0.91 0.30
H -0.38 -1.90 -2.58 0.29
H 1.54 1.79 -2.61 0.22
H 2.16 0.16 -2.04 0.29
H 1.66 1.45 -0.86 0.24
H -0.64 2.76 1.84 0.23
H 0.52 1.46 2.44 0.34
H -1.22 1.17 2.35 0.36
```

Spin multiplicity: 1
Highest occupied orbital energy (eV): -8.82
SMILES string: C=C(OC)C(=S)OC
E_LUMO (eV): 0.0
Kohn-Sham gap (eV): 8.79

Run S
ORCA calculation (wB97M-V/def2-TZVPD) on C5H8O2S as an isolated structure.

Geometry as XYZ:
```
16
Properties=species:S:1:pos:R:3:mulliken_charge:R:1
C 1.12 -2.25 1.17 -0.70
C 0.48 -1.08 1.38 -0.36
C -0.79 -0.78 0.60 0.51
C -0.36 1.97 0.07 -1.43
C -0.44 0.69 -0.68 0.55
O -1.84 -1.24 0.48 -0.41
O -1.46 0.55 -1.54 -0.50
S 1.13 0.21 -1.47 -0.19
H 2.04 -2.38 1.63 0.28
H 0.76 -2.96 0.50 0.29
H 1.11 -0.37 1.85 0.35
H -0.88 1.88 0.98 0.35
H -0.96 2.70 -0.45 0.40
H 0.63 2.27 0.25 0.38
H -1.38 -0.15 -2.17 0.35
H 0.85 0.94 -2.59 0.13
```

Spin multiplicity: 1
Highest occupied orbital energy (eV): -8.13
E_LUMO (eV): 0.7
Kohn-Sham gap (eV): 8.79

Which of them is the most stable? Correct choice: run Q.

Run P
ORCA calculation (wB97M-V/def2-TZVPD) on C5H8O2S in the gas phase.

Geometry as XYZ:
```
16
Properties=species:S:1:pos:R:3:mulliken_charge:R:1
C -1.65 1.29 -0.24 -1.00
C -1.14 -0.08 0.23 -0.33
O -1.14 -1.26 -0.36 -0.48
C 0.14 -0.73 -0.01 1.12
C 1.04 -1.34 1.12 -1.20
C 0.86 0.03 -1.07 -0.11
O 1.74 0.85 -0.58 -0.37
S 0.68 -0.24 -2.67 -0.22
H -1.31 1.49 -1.23 0.37
H -2.83 1.47 0.12 0.29
H -1.06 2.02 0.53 0.25
H -1.33 -0.08 1.28 0.32
H 1.72 -0.51 1.44 0.30
H 0.46 -1.78 1.93 0.36
H 1.67 -2.20 0.93 0.33
H 2.14 1.04 -1.43 0.37
```

Spin multiplicity: 1
Highest occupied orbital energy (eV): -9.00
SMILES string: C[C@H]1O[C@@]1(C)C(O)=S
E_LUMO (eV): 0.4
Kohn-Sham gap (eV): 9.44

Run Q
ORCA calculation (wB97M-V/def2-TZVPD) on a 2-piece molecular cluster, C5H8O2S overall.

Geometry as XYZ:
```
16
Properties=species:S:1:pos:R:3:mulliken_charge:R:1
C -0.49 0.08 -0.43 0.78
C 0.52 0.43 -1.35 -0.78
C 1.19 0.32 1.12 0.06
C -0.23 0.96 0.96 -0.69
C -0.25 -1.22 0.19 -0.76
H -2.25 -0.95 -0.83 0.41
H 0.92 -0.27 -2.16 0.32
H 0.18 1.33 -1.70 0.43
H 1.82 0.30 2.11 0.33
H -0.96 0.53 1.79 0.27
H -0.41 2.03 0.58 0.33
H -1.37 -1.38 0.72 0.31
H 0.16 -2.15 -0.33 0.23
O -1.70 0.31 -1.15 -0.65
O 0.88 -1.09 0.98 -0.36
S 1.99 0.76 -0.51 -0.21
```

Spin multiplicity: 1
Highest occupied orbital energy (eV): -8.51
E_LUMO (eV): -0.2
Kohn-Sham gap (eV): 8.31

Run R
ORCA calculation (wB97M-V/def2-TZVPD) on a 2-piece molecular cluster, C5H8O2S overall.

Geometry as XYZ:
```
16
Properties=species:S:1:pos:R:3:mulliken_charge:R:1
C 3.08 -1.01 -0.02 -0.43
C 3.88 -0.81 0.83 -0.31
C -1.13 -0.87 0.53 -0.61
C -1.56 -0.29 -0.82 -0.44
C -0.09 0.15 0.91 -0.46
O -2.16 2.23 -0.16 -0.52
O 0.11 1.87 -1.16 -0.61
S -0.80 1.22 -0.26 0.77
H -2.17 2.56 -1.07 0.35
H 2.62 -1.25 -0.93 0.33
H 4.66 -0.70 1.51 0.42
H -1.98 -1.06 1.20 0.29
H -0.68 -1.77 0.30 0.34
H -0.95 -0.57 -1.68 0.31
H -2.59 -0.07 -1.13 0.32
H -0.23 0.38 1.94 0.26
```

Spin multiplicity: 1
Highest occupied orbital energy (eV): -8.66
E_LUMO (eV): 0.4
Kohn-Sham gap (eV): 9.08

Run S
ORCA calculation (wB97M-V/def2-TZVPD) on C5H8O2S as an isolated structure.

Geometry as XYZ:
```
16
Properties=species:S:1:pos:R:3:mulliken_charge:R:1
C -1.24 -0.21 1.06 -0.34
C 0.00 -0.62 1.71 -0.52
C 0.03 -0.10 0.28 0.59
C 0.30 -0.99 -0.94 -0.58
C 1.09 1.16 -1.35 -0.23
H -2.15 1.77 -0.19 0.15
H -1.76 -1.20 1.03 0.31
H 0.20 -1.82 1.35 0.19
H 0.45 -0.14 2.71 0.28
H -0.45 -1.58 -1.36 0.38
H 1.19 -1.74 -0.59 0.24
H 2.26 0.90 -1.28 0.23
H 0.81 1.98 -1.96 0.29
O 0.75 -0.09 -2.01 -0.40
O 0.43 1.23 -0.06 -0.37
S -1.92 1.45 1.60 -0.21
```

Spin multiplicity: 1
Highest occupied orbital energy (eV): -9.08
E_LUMO (eV): -0.2
Kohn-Sham gap (eV): 8.89

Which of them is the most stable? Correct choice: run P.

Run P
ORCA calculation (wB97M-V/def2-TZVPD) on a 3-piece molecular cluster, C3H5NO4 overall.

Geometry as XYZ:
```
13
Properties=species:S:1:pos:R:3:mulliken_charge:R:1
C -0.05 0.42 0.55 0.11
C -1.27 -0.12 0.04 0.52
C 1.32 -0.16 -0.10 0.39
H 0.97 2.13 -1.16 0.26
H -1.44 2.21 0.31 0.31
H -0.07 0.32 1.65 0.30
H -2.11 -1.70 -0.62 0.37
H 0.44 -1.87 -0.08 0.46
N 0.18 1.84 0.26 -0.71
O -1.34 -1.58 -0.09 -0.49
O -2.19 0.69 -0.32 -0.57
O 1.44 -1.41 0.23 -0.54
O 2.22 0.45 -0.44 -0.41
```

Spin multiplicity: 1
Highest occupied orbital energy (eV): -9.27
E_LUMO (eV): -0.3
Kohn-Sham gap (eV): 9.01

Run Q
ORCA calculation (wB97M-V/def2-TZVPD) on C3H5NO4 as an isolated structure.

Geometry as XYZ:
```
13
Properties=species:S:1:pos:R:3:mulliken_charge:R:1
C 0.97 -0.45 -0.28 0.69
C -1.36 -1.05 0.08 -0.08
C -0.97 1.04 -0.06 -0.20
H 2.82 1.02 0.36 0.37
H -2.03 -2.00 0.03 0.26
H -1.28 -0.27 1.13 0.17
H -1.19 2.06 -0.56 0.27
H -1.26 0.99 0.96 0.31
N 2.18 -0.84 -0.29 -0.34
O 3.38 0.09 -0.32 -0.39
O -0.03 -1.52 -0.15 -0.31
O -1.76 0.06 -0.85 -0.36
O 0.54 0.87 -0.05 -0.40
```

Spin multiplicity: 1
Highest occupied orbital energy (eV): -9.83
E_LUMO (eV): 0.3
Kohn-Sham gap (eV): 10.17

Which of them is the most stable? Correct choice: run Q.

Run P
ORCA calculation (wB97M-V/def2-TZVPD) on C3H5NO4 in the gas phase.

Geometry as XYZ:
```
13
Properties=species:S:1:pos:R:3:mulliken_charge:R:1
O 3.36 -0.77 0.08 -0.56
C 2.17 -0.89 0.23 0.75
O 1.64 -0.94 1.41 -0.43
O 1.32 -1.05 -0.80 -0.31
C -0.08 -0.97 -0.56 -0.36
C -0.46 0.42 -0.21 -0.05
N -0.80 1.29 -1.06 -0.35
O -0.97 2.61 -0.83 -0.36
H 2.17 -0.65 2.15 0.33
H -0.15 -1.52 0.34 0.36
H -0.50 -1.46 -1.50 0.22
H -0.25 0.72 0.89 0.37
H -1.06 3.02 -1.76 0.40
```

Spin multiplicity: 1
Highest occupied orbital energy (eV): -10.10
SMILES string: O=C(O)OC/C=N/O
E_LUMO (eV): 0.6
Kohn-Sham gap (eV): 10.65

Run Q
ORCA calculation (wB97M-V/def2-TZVPD) on a 3-piece molecular cluster, C3H5NO4 overall.

Geometry as XYZ:
```
13
Properties=species:S:1:pos:R:3:mulliken_charge:R:1
C -1.50 0.11 -0.91 -0.58
C 1.08 -0.72 0.04 0.44
C 0.82 -0.39 1.65 0.54
H -2.35 0.67 0.16 0.23
H -2.33 0.53 -2.20 0.24
H -1.36 -1.16 -0.67 0.30
H 1.08 -0.06 -1.87 0.28
H 0.35 1.56 1.33 0.36
N 0.87 0.36 -1.01 -0.18
O -0.41 0.96 -0.72 -0.25
O 1.81 -1.69 -0.29 -0.50
O 0.45 0.99 2.02 -0.43
O 1.47 -1.17 2.47 -0.44
```

Spin multiplicity: 1
Highest occupied orbital energy (eV): -10.65
E_LUMO (eV): -1.0
Kohn-Sham gap (eV): 9.68

Which of them is the most stable? Correct choice: run P.